Record 1
C48H51Cl2N8O5STi as an isolated structure. Source: the OMol25 dataset; level of theory: ωB97M-V with the def2-TZVPD basis set.

Atoms and positions in Å:
Ti: 0.2410 -0.8842 -0.3016
C: -2.2915 -0.9104 2.8503
C: -2.9432 -2.0698 2.1736
C: -4.2504 -2.3589 2.4179
C: -4.9460 -3.4416 1.9671
C: -4.3523 -4.2665 0.9621
C: -2.9393 -3.9039 0.6965
C: -2.3630 -4.9369 -0.1860
C: -2.3934 -2.8211 1.1864
N: -0.9066 -2.6810 0.8005
C: -0.2412 -3.3290 1.7188
O: -0.7140 -3.9377 2.6745
C: 1.2712 -3.4630 1.4570
C: 2.2764 -4.1044 2.0086
C: 3.5758 -3.9678 1.5342
C: 3.8740 -3.3242 0.3186
C: 2.6822 -2.8037 -0.3886
N: 1.5967 -2.7473 0.2394
C: 2.7315 -2.1126 -1.7042
O: 3.8330 -1.9966 -2.3582
N: 1.5623 -1.6895 -1.9432
C: 1.2234 -1.8602 -3.3991
C: 1.9466 -0.8607 -4.3610
C: 2.3791 0.3975 -3.9073
C: 1.7465 -1.1635 -5.7157
C: 1.3283 -2.4341 -6.2343
C: 0.7736 -3.2574 -5.3102
C: 0.5628 -2.8988 -3.8253
C: -0.0811 -3.8945 -3.0150
H: -1.7321 -1.2690 3.5958
H: -1.6347 -0.3693 2.1087
H: -2.7678 -0.0751 3.3399
H: -4.8389 -1.7749 3.2573
H: -6.1175 -3.6060 2.2916
H: -4.8985 -5.0812 0.3288
H: -1.2549 -5.1146 0.0051
H: -2.5977 -6.1057 -0.0201
H: -2.7560 -4.6858 -1.2021
H: 2.3005 -4.5085 2.9120
H: 4.3538 -4.3619 2.0811
H: 4.9152 -3.1419 -0.2131
H: 2.7202 1.0817 -5.1448
H: 2.4733 1.1701 -3.0923
H: 3.5906 0.2685 -3.6025
H: 2.1207 -0.4793 -6.3153
H: 1.3251 -2.4842 -7.2699
H: 0.1340 -4.3584 -5.4485
H: 0.6519 -4.5484 -2.3297
H: -1.0892 -3.1696 -2.3389
H: -0.7105 -4.5813 -3.5171
Cl: 3.5231 3.5886 3.2790
C: 3.3906 4.6235 1.7763
Cl: 4.2626 6.1724 1.9904
H: 2.3012 4.8230 1.7361
H: 3.8654 4.1078 0.9559
N: 0.5717 -0.2364 1.2635
C: 1.0457 0.2361 2.5124
C: 0.1605 1.0085 3.2862
C: 0.5092 1.4330 4.6173
C: 1.8248 1.1079 5.0732
C: 2.6740 0.3379 4.2592
C: 2.2864 -0.1465 2.9972
H: -0.7272 1.1877 2.9717
H: -0.4256 2.2089 5.0605
H: 2.1365 1.8752 5.9228
H: 3.8140 0.4859 4.8204
H: 2.9998 -0.7264 2.4472
N: -2.7872 2.7279 -1.6362
C: -3.5907 2.9291 -0.4732
S: -4.0817 4.4950 -0.0275
N: -3.9275 1.7661 0.1441
C: -4.6786 1.5964 1.3096
C: -4.3634 2.2365 2.5322
C: -5.0229 1.8486 3.7165
C: -5.9242 0.7882 3.6778
C: -6.2058 0.2245 2.4809
C: -5.5830 0.5798 1.3172
H: -2.4759 3.5430 -1.8765
H: -2.2098 2.0021 -1.6962
H: -3.5998 0.9546 -0.3707
H: -3.6442 3.0244 2.4999
H: -4.5095 2.0414 4.6290
H: -6.3822 0.4116 4.6119
H: -6.9175 -0.3878 2.4370
H: -5.8052 0.1308 0.3293
C: 4.4250 6.2874 -2.3273
C: 3.8695 5.1296 -1.6405
C: 2.4993 4.7811 -1.8085
C: 1.8981 3.6463 -1.4875
C: 0.4274 3.4638 -1.6597
C: 2.7544 2.5199 -0.9337
C: 4.1728 2.7783 -0.9426
C: 5.2471 1.8152 -0.5693
C: 4.6916 4.0807 -1.1539
C: 2.3023 1.1029 -0.6285
O: 3.0214 0.3188 0.0852
O: 1.1763 0.7818 -1.1068
H: 3.7228 7.3852 -2.0231
H: 4.2718 6.2847 -3.4249
H: 5.5142 6.3483 -2.1155
H: 1.8645 5.5735 -2.2567
H: -0.1922 4.7551 -1.8415
H: -0.2485 2.7904 -0.9256
H: 0.1071 3.0914 -2.8964
H: 5.2504 1.3868 0.4997
H: 6.3005 2.1300 -0.2310
H: 4.8615 0.7279 -1.0748
H: 5.7021 4.2364 -0.8547
N: -3.4091 -1.0931 -1.7217
C: -2.2801 -0.7869 -2.0439
N: -1.8931 -0.5390 -3.3442
O: -1.4169 -0.2258 -1.1324
H: -9.4247 -4.3603 9.9225
H: -3.6079 -1.5137 -0.7921
H: -2.5365 -0.8043 -4.2503
H: -0.9447 -0.1752 -3.6765

Output
ΔE to the lowest compared entry with this formula, charge and spin in kcal per mole: 524.21
Energy in eV: -131743.3671
Highest occupied orbital energy in Eh: -0.0926
Total charge: -2
Gap between HOMO and LUMO in eV: 6.28
E_LUMO in eV: 3.76
⟨S²⟩: 0.7500
Multiplicity: 2

These are the Löwdin partial charges, in e, on atoms 1 to 8: 1.050, -0.009, -0.206, -0.119, -0.129, -0.030, -0.271, -0.090

Record 2
A 14-piece molecular cluster, C4H34N2O15 overall. Source: the OMol25 dataset; level of theory: ωB97M-V with the def2-TZVPD basis set.

Atoms and positions in Å:
C: -0.4970 0.4372 1.3417
N: 0.4159 0.5326 0.2841
C: 1.5502 -0.4498 0.1504
C: 1.4929 -1.4427 1.2661
N: 1.4364 -2.7992 0.9443
C: 1.7635 -3.1950 -0.4030
O: 1.3215 -1.1436 2.4226
O: -1.3206 1.3680 1.5722
H: -0.6872 -0.5390 1.8642
H: 0.3829 1.4277 -0.3074
H: 1.5697 -0.8438 -1.0115
H: 2.5030 0.0985 0.2356
H: 1.4719 -3.4239 1.6839
H: 1.6971 -4.1785 -0.6977
H: 0.9825 -2.5845 -1.1489
H: 2.7720 -2.7681 -0.6939
H: -0.9624 -4.1575 0.7904
H: -0.9475 -4.3724 -0.7310
O: -0.4580 -4.6037 0.0524
H: -2.8565 0.1172 -0.9722
H: -3.6631 1.1194 -0.2192
O: -3.5753 0.1482 -0.4450
H: 0.6794 4.5224 -0.3159
H: 1.3001 3.7785 0.8367
O: 1.4771 4.0233 -0.0753
H: -2.0658 3.9542 0.2913
H: -1.1501 2.8498 0.5498
O: -1.5105 3.3736 -0.1544
H: -3.0970 -2.3086 -1.3700
H: -4.1690 -1.4693 -0.5017
O: -3.7460 -2.3086 -0.5560
H: 0.5355 2.8183 3.1013
H: 1.6382 1.8344 2.7452
O: 1.3960 2.8007 2.7097
H: -1.5005 1.1318 -2.6384
H: -1.8063 0.0201 -3.4449
O: -2.1676 0.4545 -2.5802
H: -1.3768 -1.0417 -0.2796
H: -1.3382 -0.7294 -1.7430
O: -1.1867 -1.5001 -1.1271
H: -2.3632 -2.4921 2.4099
H: -2.3892 -2.4594 0.8694
O: -1.9172 -2.3244 1.6082
H: 4.3675 1.1504 -0.5842
H: 2.9680 1.7958 -0.3208
O: 3.6838 1.7332 -0.9496
H: 0.9060 1.1671 -3.5708
H: 0.8472 -0.3707 -3.8609
O: 0.3103 0.4511 -3.8484
H: 1.4800 -0.1795 4.0230
H: 0.2201 0.5122 4.4451
O: 1.0993 0.8116 4.1959
H: 2.1770 3.3093 -1.5577
H: 0.7244 3.2752 -2.1452
O: 1.5818 2.6693 -2.1394

Output
ΔE to the lowest compared entry with this formula, charge and spin in kcal per mole: 132.06
Energy in eV: -38390.3983
Highest occupied orbital energy in Eh: -0.3570
Gap between HOMO and LUMO in eV: 9.79
E_LUMO in eV: 0.07
Multiplicity: 1

These are the Löwdin partial charges, in e, on atoms 1 to 8: -0.296, 0.069, -0.085, -0.454, 0.055, -0.121, 0.019, -0.047

Record 3
A 4-piece molecular cluster, C45H88N4O9 overall. Source: the OMol25 dataset; level of theory: ωB97M-V with the def2-TZVPD basis set.

Atoms and positions in Å:
C: 1.8906 -3.4707 6.3268
C: 1.6425 -2.6468 5.0579
C: 2.2250 -1.2430 5.1149
C: 1.7601 -0.4144 6.3264
C: 0.6699 0.6149 5.9812
C: 1.1885 2.0564 5.8778
C: 0.6039 2.8378 4.7106
C: -0.8527 3.2919 4.9471
C: -1.8161 2.8437 3.8460
C: -1.3791 3.3084 2.4420
C: -0.9295 2.1563 1.5205
C: -1.9305 1.9035 0.3901
C: -3.2874 1.4107 0.9473
C: -3.4560 -0.1235 0.8582
C: -4.8959 -0.5158 0.4695
C: -5.8321 -0.3221 1.6251
N: -6.4283 0.8363 1.7014
C: -7.2630 1.0392 2.7640
C: -7.9368 2.2738 2.8870
C: -8.8038 2.5036 3.9347
C: -9.0151 1.4919 4.8981
C: -8.3706 0.2784 4.7914
C: -8.6446 -0.8133 5.7901
N: -9.5766 -1.7819 5.2122
C: -10.9653 -1.5210 5.5613
C: -7.4651 0.0375 3.7191
N: -6.8159 -1.1625 3.6516
C: -6.0220 -1.3278 2.6308
C: -5.2737 -2.6321 2.5606
C: -6.0747 -3.8014 3.1277
N: -5.2798 -5.0428 3.0189
H: 1.9988 -4.5156 6.0488
H: 1.0599 -3.4272 7.0247
H: 2.7967 -3.1590 6.8365
H: 2.1360 -3.1731 4.2412
H: 0.5840 -2.6376 4.8129
H: 1.8735 -0.7136 4.2279
H: 3.3075 -1.2640 5.0254
H: 1.4396 -1.0535 7.1423
H: 2.6275 0.1255 6.7034
H: -0.0656 0.5806 6.7827
H: 0.1755 0.3330 5.0559
H: 1.0284 2.6104 6.7990
H: 2.2708 2.0279 5.7431
H: 1.2195 3.7280 4.5842
H: 0.6892 2.2725 3.7847
H: -1.1902 2.8923 5.9029
H: -0.8990 4.3771 5.0137
H: -2.7989 3.2428 4.0892
H: -1.8990 1.7589 3.8941
H: -2.2297 3.7975 1.9767
H: -0.5618 4.0120 2.5533
H: 0.0328 2.4100 1.0807
H: -0.8562 1.2249 2.0754
H: -1.5576 1.1532 -0.3022
H: -2.1111 2.8016 -0.1981
H: -3.4092 1.6894 1.9896
H: -4.0883 1.9035 0.4071
H: -3.2213 -0.5438 1.8329
H: -2.7846 -0.5285 0.1069
H: -5.2368 0.1644 -0.3042
H: -4.9599 -1.5142 0.0516
H: -7.7650 3.0261 2.1331
H: -9.3026 3.4585 3.9819
H: -9.6860 1.6816 5.7214
H: -7.7202 -1.3048 6.0744
H: -9.0617 -0.3693 6.6972
H: -9.3084 -2.7233 5.4521
H: -11.0989 -1.4186 6.6423
H: -11.5776 -2.3463 5.2118
H: -11.3080 -0.6274 5.0479
H: -5.0258 -2.8987 1.5399
H: -4.3445 -2.5701 3.1299
H: -6.9514 -3.9192 2.4947
H: -6.3861 -3.5989 4.1449
H: -5.2971 -5.5660 3.8807
H: -4.3208 -4.8159 2.8013
C: 1.4217 2.9065 -1.6441
O: 2.0214 2.3027 -2.7664
C: 2.4680 0.9826 -2.5043
C: 2.4295 0.1320 -3.7535
O: 1.1280 -0.2935 -4.1281
C: 0.2677 0.6560 -4.7407
C: 0.6259 0.9894 -6.1714
O: 1.7203 1.8877 -6.2272
C: 2.4402 1.7957 -7.4370
H: 2.1549 3.0465 -0.8402
H: 1.0424 3.8807 -1.9477
H: 0.5830 2.3082 -1.2694
H: 1.8463 0.5126 -1.7333
H: 3.5032 1.0326 -2.1394
H: 2.9723 -0.7904 -3.5337
H: 2.9428 0.6247 -4.5811
H: 0.1786 1.5616 -4.1381
H: -0.7119 0.1727 -4.7555
H: -0.2399 1.4648 -6.6532
H: 0.8629 0.0627 -6.7073
H: 2.8049 0.7747 -7.5991
H: 3.2977 2.4617 -7.3643
H: 1.8233 2.1043 -8.2883
C: 4.7448 7.3594 -8.0911
O: 5.2811 6.7322 -9.2342
C: 5.7473 5.4191 -8.9739
C: 5.6487 4.5458 -10.2046
O: 4.3317 4.1068 -10.5061
C: 3.4331 5.0527 -11.0692
C: 3.7218 5.4081 -12.5104
O: 4.8002 6.3233 -12.6062
C: 5.4635 6.2554 -13.8477
H: 5.5148 7.5197 -7.3278
H: 4.3499 8.3255 -8.4000
H: 3.9274 6.7676 -7.6632
H: 5.1701 4.9605 -8.1625
H: 6.8002 5.4790 -8.6658
H: 6.2071 3.6300 -9.9966
H: 6.1166 5.0240 -11.0666
H: 3.3582 5.9487 -10.4512
H: 2.4600 4.5566 -11.0463
H: 2.8286 5.8767 -12.9462
H: 3.9467 4.4912 -13.0680
H: 5.8350 5.2421 -14.0401
H: 6.3130 6.9343 -13.8040
H: 4.8044 6.5626 -14.6679
C: 5.0568 -4.0569 3.5521
O: 4.8238 -5.4477 3.5613
C: 3.4763 -5.7796 3.2679
C: 3.3796 -7.1251 2.5855
O: 3.7615 -7.1142 1.2187
C: 5.1475 -7.0534 0.9156
C: 5.8975 -8.3421 1.1664
O: 6.1686 -8.5153 2.5472
C: 6.3314 -9.8686 2.9048
H: 4.4985 -3.5597 4.3540
H: 6.1214 -3.8962 3.7115
H: 4.7786 -3.6209 2.5852
H: 3.0239 -5.0182 2.6217
H: 2.9202 -5.8161 4.2147
H: 2.3248 -7.4098 2.5794
H: 3.9213 -7.8894 3.1455
H: 5.6303 -6.2149 1.4201
H: 5.1874 -6.8587 -0.1584
H: 6.8535 -8.3081 0.6258
H: 5.3057 -9.1820 0.7837
H: 5.4449 -10.4555 2.6371
H: 6.4620 -9.9099 3.9845
H: 7.2144 -10.3038 2.4227

Output
Energy in eV: -72475.0396
Highest occupied orbital energy in Eh: -0.3167
SMILES string: CCCCCCCCCCCCCCCc1nc2cccc(CNC)c2nc1CCN.COCCOCCOC.COCCOCCOC.COCCOCCOC
Gap between HOMO and LUMO in eV: 8.70
E_LUMO in eV: 0.08
Multiplicity: 1

These are the Löwdin partial charges, in e, on atoms 1 to 8: -0.110, -0.259, -0.217, -0.198, -0.197, -0.214, -0.210, -0.203

Record 4
One molecule with the formula C3H9N3O. Source: the OMol25 dataset; level of theory: ωB97M-V with the def2-TZVPD basis set.

Atoms and positions in Å:
C: -1.2862 0.0476 2.3553
C: -0.2447 -0.0152 1.2907
N: -0.5343 0.1087 0.0674
C: 0.5679 0.0987 -0.8930
N: 0.3898 -1.1707 -1.7570
N: 0.5289 1.2903 -1.6959
O: 1.8212 -0.2188 -0.4515
H: -1.0610 0.8635 3.0462
H: -2.2736 0.1986 1.9234
H: -1.2785 -0.8760 2.9388
H: 0.7911 -0.1839 1.6074
H: 0.5026 -0.9447 -2.7408
H: -0.5109 -1.6185 -1.6209
H: -0.3475 1.7833 -1.5797
H: 1.3116 1.8801 -1.4464
H: 1.6234 -1.2430 -1.0441

Output
ΔE to the lowest compared entry with this formula, charge and spin in kcal per mole: 44.31
Energy in eV: -9773.6176
Highest occupied orbital energy in Eh: -0.3503
SMILES string: C/C=N/C(N)(N)O
Gap between HOMO and LUMO in eV: 10.58
E_LUMO in eV: 1.04
Multiplicity: 1

These are the Löwdin partial charges, in e, on atoms 1 to 8: -0.074, -0.207, 0.098, -0.738, 0.083, 0.104, -0.118, 0.076